266
Properties=species:S:1:pos:R:3 method="wB97M-V/def2-TZVPD" gap_ev=8.6 smiles=CCN(CC)CC.CCN(CC)CC.CCN(CC)CC.CCN(CC)CC.CCN(CC)CC.CCN(CC)CC.CCN(CC)CC.CCN(CC)CC.CCN(CC)CC.CCN(CC)CC.COCCOCCOC.COCCOCCOC
H 22.620 20.914 16.747
H 17.707 26.583 19.010
C 21.624 28.015 19.359
H 18.119 16.692 19.560
H 13.087 19.824 15.776
C 18.237 31.313 10.065
H 17.248 27.830 8.342
C 15.238 23.604 8.468
H 20.651 13.842 19.014
H 12.526 23.037 19.233
H 19.538 26.184 12.528
C 17.040 16.837 19.492
H 19.270 14.090 16.193
H 24.434 22.406 10.451
C 18.786 26.110 11.742
C 14.135 25.575 17.150
C 18.404 18.797 10.661
H 20.258 11.224 17.487
H 19.869 11.455 19.175
H 20.718 12.207 15.496
H 21.336 19.159 17.988
H 21.962 25.291 17.381
H 25.383 21.056 12.302
C 11.292 21.507 17.391
H 23.275 25.462 12.128
N 15.690 26.037 19.170
H 20.256 20.626 14.765
H 22.696 25.715 18.969
C 18.691 22.338 8.928
H 11.170 20.754 16.613
C 14.867 17.741 21.385
H 19.679 15.605 18.232
C 19.990 15.831 17.212
C 18.495 26.354 9.390
C 20.926 13.099 18.265
H 21.369 28.257 16.635
H 23.740 12.330 16.391
H 22.538 23.332 14.435
H 25.923 20.047 19.515
H 23.484 18.866 18.243
C 20.668 27.610 17.163
H 16.882 21.816 14.368
H 18.985 18.941 11.572
C 19.390 22.858 15.290
H 20.294 20.673 17.872
C 26.028 20.455 12.943
H 14.381 21.816 7.615
C 22.818 11.774 16.222
N 18.629 21.684 15.602
H 18.431 18.840 18.552
C 24.776 24.374 13.238
H 19.119 23.574 16.067
N 21.179 26.966 18.414
H 17.505 16.234 13.911
O 22.924 23.434 11.903
C 12.406 21.982 19.484
C 15.481 18.578 20.289
H 19.262 16.487 16.736
H 26.174 18.474 13.255
H 16.479 25.043 21.565
H 13.291 26.171 17.498
H 13.280 23.088 8.075
H 15.695 17.491 22.048
H 19.827 28.272 17.370
C 21.239 20.227 18.182
H 18.943 12.318 17.932
O 19.432 26.290 10.483
H 23.620 20.956 13.703
H 15.792 24.733 11.465
N 16.463 23.154 9.186
H 23.388 27.078 16.348
H 22.131 27.598 20.229
C 19.166 20.594 14.735
H 21.542 20.413 12.432
H 9.028 21.200 17.404
H 14.361 20.672 18.413
C 13.598 19.610 16.715
C 16.576 28.375 19.316
H 22.667 16.392 15.512
C 24.187 19.698 18.236
H 15.456 23.927 7.450
H 21.504 24.015 8.822
O 22.915 22.579 8.912
N 24.275 19.040 14.082
H 19.063 26.216 8.470
H 16.137 23.359 21.265
H 16.822 21.158 8.598
H 13.965 24.527 17.394
C 23.169 19.972 13.830
H 13.269 22.271 21.478
H 13.085 18.800 17.232
C 22.318 19.661 12.572
H 20.420 22.588 15.521
H 19.295 22.773 13.038
H 23.039 17.930 16.228
C 23.376 23.600 15.078
H 24.421 24.599 11.116
H 16.932 24.259 19.231
C 16.969 18.836 11.121
C 15.066 19.461 13.289
H 13.941 21.664 17.132
H 21.844 18.680 12.563
H 18.412 25.088 11.678
H 22.602 20.045 14.758
N 16.643 17.907 12.197
H 15.538 22.960 16.271
H 24.958 18.803 12.016
H 15.342 27.218 17.457
H 16.708 21.070 19.530
H 19.698 27.634 20.320
H 14.530 17.856 11.871
H 16.765 28.643 18.276
C 25.304 19.084 13.011
C 16.405 16.382 18.192
H 22.981 19.757 11.712
H 16.154 16.089 11.133
C 16.867 16.464 11.867
H 16.919 23.849 15.576
H 21.771 17.823 14.959
H 15.095 17.357 13.446
H 19.397 25.874 16.600
H 19.194 33.029 11.804
H 24.747 22.361 20.604
H 17.157 22.340 7.349
H 13.127 20.622 20.804
C 13.565 20.800 17.680
H 24.585 19.812 17.227
H 19.891 24.294 13.594
H 17.438 30.207 8.420
C 13.385 21.658 20.584
H 11.425 21.906 19.952
C 25.232 19.248 19.246
H 25.756 18.415 18.777
H 25.911 20.846 13.954
C 24.238 22.309 9.383
C 17.177 21.812 15.417
C 22.316 26.099 18.023
H 17.864 16.378 11.433
H 18.277 20.677 20.356
H 27.083 20.465 12.669
H 24.367 26.002 17.299
H 23.431 17.296 13.178
C 20.241 14.558 16.354
C 22.742 17.456 15.292
C 23.845 24.537 12.039
C 15.535 23.674 11.483
H 25.269 23.403 13.214
H 23.031 23.869 16.076
H 20.468 29.161 20.892
H 16.780 19.191 18.094
H 20.910 16.414 17.209
H 21.072 20.239 19.259
C 16.357 22.757 10.578
C 18.809 19.193 15.206
H 22.023 22.189 17.777
H 15.008 20.172 12.465
H 18.677 17.810 10.287
H 16.267 25.732 17.125
H 17.463 33.461 11.576
C 15.933 24.628 19.462
C 15.817 24.371 21.019
H 14.784 24.486 21.349
C 23.553 26.724 17.365
C 17.619 27.665 9.353
H 25.600 21.741 18.478
H 15.962 19.752 13.837
H 22.646 11.188 17.125
C 24.552 22.036 18.537
C 15.260 18.082 12.649
C 15.434 26.156 17.685
H 14.045 18.241 21.898
H 9.827 20.765 18.778
H 14.428 21.750 20.282
H 21.299 24.598 11.125
H 23.965 27.530 17.972
H 19.005 19.137 16.277
N 23.556 20.968 18.606
H 14.622 19.415 16.395
C 17.608 30.013 9.478
C 20.026 26.660 16.182
H 19.792 29.159 19.313
H 16.759 20.902 15.849
H 15.919 21.758 10.578
H 16.854 15.423 17.931
C 17.022 15.614 13.156
C 16.624 22.997 16.189
H 17.880 25.454 9.395
H 15.331 16.302 18.359
C 22.379 23.773 9.426
H 20.897 26.246 15.673
N 12.289 21.050 18.349
H 16.099 15.236 13.596
C 19.230 23.473 13.871
C 17.233 22.152 8.420
H 24.987 23.849 19.632
H 17.842 32.146 9.482
H 15.696 23.402 12.526
H 9.654 22.519 18.533
H 25.564 25.085 12.989
H 16.634 29.930 9.962
C 22.350 21.149 17.777
H 18.839 20.636 13.696
H 17.999 26.832 11.961
H 24.479 21.259 9.219
H 16.824 19.895 11.338
O 18.356 28.812 9.733
H 14.169 19.564 13.900
H 19.017 23.350 8.687
C 21.884 23.708 10.895
H 11.554 22.479 16.972
H 14.141 25.724 16.070
H 18.676 19.621 10.002
H 15.194 23.963 19.015
N 21.296 13.621 16.904
C 23.805 17.604 14.154
H 17.949 32.871 13.094
H 18.246 21.087 18.670
H 24.005 22.722 15.224
C 14.149 22.522 8.412
C 9.836 21.565 18.038
C 17.679 20.580 19.451
H 20.633 14.979 15.428
O 24.276 24.569 14.568
H 16.277 18.598 10.313
C 24.396 22.941 19.750
H 16.729 27.559 9.972
H 24.633 16.935 14.389
H 21.185 22.873 10.925
H 19.455 27.124 15.377
H 21.858 12.702 18.666
C 19.936 11.968 18.216
H 17.733 19.026 15.165
H 16.963 26.772 20.615
C 17.459 19.135 18.945
H 16.695 16.211 20.315
H 17.261 28.972 19.918
H 24.829 18.924 20.205
H 23.094 11.154 15.369
H 17.109 23.150 17.153
H 19.311 31.249 9.895
H 22.179 28.814 18.866
C 18.162 32.760 12.031
O 17.995 31.436 11.484
C 21.616 12.710 15.856
H 19.387 21.651 8.447
H 13.899 22.066 9.370
H 21.947 13.264 14.977
H 17.671 14.757 12.975
H 15.570 28.692 19.593
H 14.855 24.465 9.015
C 20.283 28.510 20.038
H 17.303 22.712 11.116
H 14.487 23.650 11.185
H 24.976 22.863 8.803
H 18.273 23.941 13.637
C 16.798 26.865 19.542
H 19.296 18.400 14.638
H 18.918 22.094 9.965
H 14.491 16.819 20.940
H 24.383 22.635 17.641
H 14.786 18.599 19.450
N 16.873 18.247 19.927
H 23.118 24.565 9.303
H 23.361 23.248 19.902
H 15.527 19.607 20.645
H 16.621 17.047 17.356


143
Properties=species:S:1:pos:R:3 method="wB97M-V/def2-TZVPD" gap_ev="6.2 / 6.2" multiplicity=3 total_charge=+3 e_above_lowest_kj_mol=0.0 s_squared=2.0547
Si -1.688 2.025 -0.129
C -5.506 -3.405 -0.354
P 0.736 -3.299 -0.210
C 0.240 3.756 -1.362
C 2.315 -1.382 -3.298
F 6.091 3.926 0.469
H 3.675 -4.200 1.848
C 3.551 2.909 0.311
H -1.691 4.719 1.245
C 1.292 3.334 -4.828
C 2.279 -1.866 3.178
C 1.486 -0.399 -2.819
H -0.674 0.686 -4.074
C 3.191 0.284 -0.313
C 1.234 -2.171 -1.543
H 3.693 -3.857 -2.136
C -3.868 -0.897 1.015
C -4.644 3.851 1.982
H -0.159 1.095 1.869
C 6.031 2.744 -0.134
H 2.870 0.412 4.862
C -3.687 2.311 3.555
H -6.920 0.783 2.691
W 0.117 0.047 0.041
C 1.986 2.357 4.803
H -5.510 -0.788 3.986
C 0.162 2.533 -4.768
C -6.730 -4.036 -0.206
C -5.271 -0.565 2.955
C -2.397 1.605 -1.814
H 5.112 -2.708 7.610
C 3.568 -0.960 -6.803
H 1.646 5.012 -2.375
C 4.538 -2.537 6.708
N -1.487 -1.582 0.162
H 1.164 6.989 -0.960
C -5.789 -5.485 1.470
C 1.401 0.572 3.294
H -3.726 -5.164 1.945
H 3.348 3.559 -4.253
H 1.270 4.260 -5.388
H -3.873 3.777 0.000
C -0.710 3.626 -0.340
H 2.660 -2.444 7.741
H 6.259 -2.584 5.429
C -2.593 0.314 -2.322
C 5.412 -1.629 -5.407
C -6.061 0.315 2.227
C 0.192 1.334 -4.068
H 4.963 -1.936 -3.337
H 2.075 -4.569 -2.364
H 3.011 -0.758 -0.535
H -3.320 -0.897 -3.939
C -4.415 -3.816 0.411
H -7.575 -3.719 -0.802
N 2.133 -2.481 -2.487
N 2.112 -2.838 2.214
H -5.395 -2.590 -1.059
C 0.647 6.054 -0.786
C 2.154 1.051 4.368
H 0.938 4.213 4.550
C 2.759 -3.792 -2.691
C 2.682 -4.186 2.293
C 2.716 -1.002 -5.710
H 5.303 0.166 -0.599
C -2.779 2.688 -2.616
C 3.070 -2.099 4.398
C 3.214 -1.365 -4.461
H -6.390 1.248 0.327
H -5.904 -6.289 2.185
H -1.168 -5.290 -1.239
C -1.804 -5.167 -0.366
C 0.319 2.747 3.115
H -0.533 6.820 0.835
C -3.572 1.198 -4.329
H -3.654 1.883 4.548
C 4.911 -1.272 -6.653
C -3.378 2.486 -3.850
C 5.185 -2.470 5.481
C -3.172 0.109 -3.566
C 4.453 -2.251 4.324
C 3.160 -2.387 6.784
H -7.828 -5.566 0.818
C -6.871 -5.075 0.704
N 2.110 1.027 0.001
C 0.507 1.446 2.689
C 1.309 -2.364 1.248
C -4.574 3.339 3.271
C -4.562 -4.857 1.326
N 0.942 -1.110 1.566
H 2.755 -4.463 3.340
C 1.359 0.943 -3.416
C -3.127 -3.123 0.266
H -2.186 1.000 2.821
H 1.429 2.888 0.599
C 0.917 4.945 -1.578
H 0.456 2.918 -2.017
N -1.955 -3.743 -0.060
H 3.420 1.422 -3.021
C -4.184 -1.169 2.350
C -2.863 2.353 1.281
F 6.358 2.903 -1.421
C -3.800 3.360 1.001
C 1.072 3.202 4.188
H 1.668 -0.758 -5.827
C -0.967 4.760 0.442
C 2.423 -2.167 5.631
H -5.350 4.635 1.743
H 2.575 2.716 5.636
H -2.790 -5.565 -0.584
C -5.763 0.578 0.901
H 5.571 -1.238 -7.509
H -3.691 3.337 -4.442
C 4.463 0.798 -0.343
H -4.495 0.147 -0.761
C 2.498 1.750 -3.486
H -2.609 3.705 -2.279
N 0.806 -0.901 -1.717
H 1.347 -2.049 5.685
C -4.676 -0.032 0.289
H -2.313 -0.551 -1.739
C -2.847 1.819 2.565
H 2.030 -4.882 1.773
C -0.302 5.959 0.221
H -4.035 1.041 -5.295
H 4.960 -2.183 3.368
C 2.460 2.943 -4.186
C 2.300 2.315 0.329
H 2.963 -3.907 -3.751
H 3.649 3.954 0.570
H 6.461 -1.866 -5.292
H 3.182 -0.685 -7.776
H -0.410 3.385 2.633
H -1.384 -5.700 0.484
F 6.928 1.928 0.425
C 1.551 -0.776 2.754
C 4.643 2.142 -0.040
C 4.566 -1.674 -4.312
H -5.222 3.727 4.046
H -3.583 -1.879 2.906
C -0.989 -2.808 -0.099
H -0.743 2.827 -5.282
C -2.838 -1.782 0.425